ORCA calculation (wB97M-V/def2-TZVPD) on C31H56B2BrCaCl2F5KO15 as an isolated structure.

Computed properties:
Highest occupied orbital energy: -2.96 eV
LUMO energy: -1.53 eV
Orbital gap: 1.42 eV
Molar mass: 1015.37 g/mol
Maximum force: 6.5 eV Å⁻¹
Charge: -1

Each line ends with the Löwdin charge.
Element x y z (Å)
C  6.089289  -2.298206  -2.333857  -0.0398
C  5.943223  -0.815677  -2.697612  -0.5894
O  6.520985  -0.054761  -2.041017  0.1615
O  5.190318  -0.439399  -3.745663  -0.0080
C  3.768969  -0.539117  -3.367351  -0.1541
C  2.857594  -0.145006  -4.530987  -0.1748
C  1.352503  0.163547  -4.186201  -0.1900
C  0.434575  -1.102326  -3.965017  -0.1935
C  0.629954  -1.648413  -2.487634  -0.1566
C  -0.715065  -1.957304  -1.813572  -0.1715
C  -0.341236  -2.535967  -0.349396  -0.1988
C  -1.189551  -3.810008  0.002235  -0.2059
C  -0.473926  -4.962788  0.770867  -0.6768
C  0.671931  -4.546448  1.699838  -0.1779
Cl  0.149649  -6.288793  -0.311662  0.5328
C  -0.425411  -1.313711  0.605303  -0.5228
O  -0.238646  -1.250402  1.746840  0.1378
O  -0.786650  -0.280992  -0.205431  -0.0013
C  -1.571989  -0.752326  -1.352743  -0.3454
C  -2.933917  -1.114695  -0.730579  -0.0841
C  -3.770719  0.090546  -0.265370  -0.1364
C  -3.264261  0.748531  1.065041  -0.1224
C  -2.963926  2.235900  0.837329  -0.3718
O  -1.576569  2.503457  0.596772  -0.0975
C  -1.558589  0.471501  -2.261487  0.0135
B  -2.518061  0.336436  -3.509987  -0.6693
O  -3.452044  -0.657674  -3.688474  0.1081
O  -2.370204  1.283377  -4.534786  0.1188
H  6.205607  -2.442316  -1.253836  0.1071
H  6.956690  -2.776451  -2.837377  -0.1082
H  5.201810  -2.880197  -2.599944  0.0960
H  3.493550  0.029139  -2.467856  0.1379
H  3.550703  -1.590493  -3.130792  0.1097
H  3.289467  0.768322  -4.984061  0.1058
H  2.875362  -0.916802  -5.315707  0.1103
H  1.298949  0.839116  -3.314313  0.0967
H  0.980139  0.658369  -5.100283  0.1048
H  0.819331  -1.863574  -4.660393  0.1003
H  -0.643654  -0.941367  -4.250268  0.0585
H  1.282223  -2.529575  -2.516025  0.0923
H  1.203912  -0.905614  -1.911115  0.0823
H  -1.409825  -2.606583  -2.352027  0.0377
H  0.872691  -2.715370  -0.328755  -0.1101
H  -2.119911  -3.595603  0.548012  0.1059
H  -1.516799  -4.284292  -1.005933  -0.1404
H  -1.234959  -5.429502  1.409255  0.0603
H  0.373602  -3.861167  2.500261  0.0812
H  1.041340  -5.475582  2.176874  0.0609
H  1.519457  -4.160994  1.134973  -0.0579
H  -2.872200  -1.816266  0.109450  0.1154
H  -3.518368  -1.634879  -1.507325  0.1258
H  -3.901522  0.878004  -1.017491  0.1031
H  -4.781892  -0.290659  -0.057324  0.1214
H  -2.428897  0.216390  1.531742  0.1166
H  -4.090950  0.725471  1.795871  0.1196
H  -3.300998  2.770288  1.802641  -0.0152
H  -3.562526  2.684324  0.012432  0.1103
H  -1.495572  3.067757  -0.180781  0.0709
H  -1.842623  1.354341  -1.655845  0.0980
H  -0.559916  0.700741  -2.650972  0.0972
H  -3.171475  -1.295723  -4.372491  0.0776
H  -2.620664  0.799024  -5.329690  0.0960
Ca  -3.312252  4.699246  1.630945  1.3212
F  -1.607445  -2.223193  -4.610975  -0.5572
C  -3.625278  -8.601023  3.965539  -0.0326
C  -2.911375  -7.797401  2.903763  -0.5032
O  -2.667830  -6.628689  3.065658  0.0772
C  -2.520206  -8.522125  1.640104  -0.0163
H  -3.846520  -7.958805  4.816283  0.0769
H  -4.562898  -8.993115  3.568163  0.0805
H  -2.989908  -9.422613  4.301108  0.0787
H  -3.411973  -8.910301  1.144652  0.0867
H  -1.837011  -9.339655  1.878777  0.0845
H  -2.016858  -7.832056  0.963446  0.0521
Br  -2.540974  -4.848150  -2.577717  0.0614
C  0.558752  6.821238  5.451550  -0.0225
C  0.061863  7.081357  4.053777  -0.5164
O  -1.120147  7.191136  3.816542  0.0049
C  1.095874  7.199120  2.964141  -0.0251
H  -0.289222  6.759943  6.130815  0.0828
H  1.103049  5.876095  5.482757  0.0898
H  1.208515  7.636400  5.773417  0.0864
H  1.663710  6.270366  2.887603  0.0900
H  1.768799  8.030708  3.177853  0.0866
H  0.599847  7.385767  2.013380  0.0768
Cl  2.457578  -2.490773  0.062595  0.0144
K  8.675447  -2.972561  -3.000226  1.0549
B  -7.976431  3.593071  2.357741  -1.2440
F  -8.514709  2.445474  1.771367  0.0995
F  -6.666268  3.820680  1.827238  0.0085
F  -8.795976  4.700022  2.076873  0.0889
F  -7.877386  3.415560  3.750013  0.0756
C  11.311812  0.551688  0.304364  -0.0335
O  11.723366  -0.816971  0.380381  -0.0084
C  12.701947  -1.046339  1.257133  -0.6312
O  13.232702  -0.226937  1.948676  0.1394
O  12.984303  -2.348920  1.226785  -0.0013
C  14.023317  -2.742931  2.124628  -0.0390
H  10.517289  0.611585  -0.435201  0.0898
H  10.921626  0.889399  1.262396  0.1027
H  12.137792  1.183965  -0.017710  0.0993
H  13.740181  -2.535033  3.155051  0.1002
H  14.957286  -2.241342  1.875804  0.0985
H  14.161099  -3.814847  2.009899  0.0927
C  -9.432597  9.286099  0.395461  -0.1378
C  -9.693149  8.062270  1.237311  -0.1250
O  -9.206882  7.006408  0.416215  0.0678
C  -8.296711  7.531219  -0.433339  -0.5703
O  -7.587235  6.896065  -1.131063  0.1699
O  -8.300010  8.895949  -0.377807  0.0479
H  -9.209922  10.168486  0.992629  0.1268
H  -10.260657  9.514856  -0.280079  0.1289
H  -9.130287  8.068424  2.173308  0.1360
H  -10.748344  7.923628  1.461671  0.1338

Forces on atoms 1 to 3 (eV/Å):
C -0.76 -1.12 -0.54
C -1.41 -2.46 -1.35
O 2.58 3.04 2.11